No. 1
The following is a quantum chemistry calculation of a cluster of 40 separate species, H80O40 in total at a distorted geometry, from the OMol25 dataset.

Geometry as XYZ:
```
120
Properties=species:S:1:pos:R:3:forces:R:3:mulliken_charge:R:1
H -3.571 -1.817 2.810 0.0 -0.1 -1.0 0.06
H 2.215 -2.590 5.089 -2.6 0.4 2.2 0.33
H 1.341 5.591 -1.893 0.3 -1.5 0.0 0.33
H 6.339 0.245 2.067 -2.2 -0.2 -1.3 0.30
O -1.726 -0.861 2.429 1.6 0.0 -0.6 0.65
O -4.605 -1.523 0.556 1.3 0.0 -0.7 -0.69
O 0.054 -3.735 3.893 -2.3 -2.2 -0.7 -0.60
H -0.519 1.584 0.063 0.2 -1.6 0.4 0.03
H 4.571 4.195 2.983 1.0 -1.0 0.1 0.29
H 2.280 6.207 -0.748 -1.2 -0.4 -1.4 0.30
O 2.555 2.151 -4.133 0.6 -0.4 1.2 -0.67
H -1.755 -1.454 -3.807 -0.7 -0.4 -2.1 0.36
O -2.446 -2.495 -0.784 0.5 0.9 -1.3 -0.73
O -3.835 3.871 2.725 -0.3 -0.7 -2.1 -0.58
H -1.596 -3.653 0.286 0.0 -0.3 0.4 0.30
H -3.703 -1.746 0.171 -1.9 0.1 0.3 0.17
O -0.864 -0.231 -0.005 1.6 -2.4 -1.7 1.19
O -5.452 -4.034 0.909 -0.6 0.3 0.6 -0.76
O -2.542 -2.063 5.320 -0.9 -1.0 1.0 -0.71
H 1.844 -1.751 -1.865 -0.7 0.5 0.3 0.04
H -3.819 -2.301 4.087 0.6 -0.5 2.4 0.33
H -1.015 -5.397 -1.366 1.2 -0.4 -0.1 0.32
O 3.161 0.509 3.661 0.8 -2.3 -4.0 -0.48
H -0.420 -5.954 -0.170 0.0 -0.4 1.2 0.33
H -3.610 0.709 0.932 -0.4 0.1 0.3 0.27
H -2.813 2.173 4.190 0.5 0.8 0.0 0.40
H -3.150 -1.805 6.033 0.5 0.0 -0.2 0.31
H 5.229 0.215 -0.114 0.9 0.2 2.0 0.58
O -4.189 -2.406 3.242 -1.1 0.1 -1.6 -0.59
H -0.227 -4.155 0.654 0.2 0.0 0.2 0.31
O -0.160 -5.794 -1.065 -1.1 0.6 -1.4 -0.63
H 1.175 3.071 2.158 1.6 -1.3 1.0 0.17
O -0.319 2.259 -3.093 -0.5 -0.7 -0.2 -0.27
H -0.218 -2.734 -3.702 0.9 -1.4 -0.1 0.28
H -3.967 3.355 1.871 0.9 0.4 1.4 0.25
H 0.045 -0.568 -6.711 -1.2 -1.6 0.1 0.29
H 1.179 0.021 1.572 0.9 1.8 -0.2 0.31
O 5.395 0.285 1.659 4.1 -1.4 1.7 -0.64
H -2.044 -1.596 -0.773 0.0 -0.4 0.7 0.45
H 2.860 0.518 1.463 -0.2 -1.2 2.0 -0.49
H -0.147 0.770 3.391 -0.2 -0.9 0.1 0.08
O 5.063 0.232 -1.021 -0.1 -0.3 -2.5 -0.72
H 3.390 -2.457 -0.992 0.9 0.8 0.6 0.34
O -2.242 0.910 -1.668 -1.9 0.0 -1.8 -0.88
H -1.084 2.550 -3.634 0.5 -0.1 0.1 0.22
O 1.156 -1.084 -1.615 0.7 -0.2 0.5 0.11
H 3.893 -0.120 3.382 -1.3 1.1 0.4 0.26
O 1.600 6.378 -1.450 0.9 1.8 1.4 -0.64
H -3.056 1.269 -2.147 2.0 -0.1 1.0 0.31
O -1.139 -4.198 0.960 -0.2 0.4 -0.3 -0.65
O -0.161 1.704 3.533 0.6 1.0 -0.2 -0.46
H -1.408 1.385 -1.840 -0.8 0.6 -0.6 0.65
O 3.109 -3.275 -4.901 0.1 1.1 1.9 -0.63
H 3.186 -0.106 -5.202 1.0 -1.1 2.5 0.37
H -2.146 5.609 -2.264 -0.7 -1.8 -0.4 0.28
O 2.962 -0.536 -4.283 -1.0 1.3 -3.9 -0.76
O -1.523 -1.163 -2.957 0.9 -0.9 1.3 -0.27
O 0.427 -0.059 -4.504 0.4 -0.6 -1.5 -0.37
H -1.879 -0.289 -2.782 -0.4 0.5 0.1 0.13
O 0.894 -0.857 1.700 -2.8 -0.6 -0.2 -0.16
H -0.868 -4.171 3.918 2.1 0.9 -0.5 0.32
H 1.994 -0.479 -4.606 0.8 -0.6 1.6 0.33
O -4.431 1.218 3.669 1.8 -2.4 2.7 -0.72
H -2.450 -2.516 -1.766 -0.3 -0.6 0.4 0.26
O -0.936 3.492 -5.234 -3.8 -0.3 0.9 -0.60
O 3.945 4.887 2.910 -1.4 0.8 -0.7 -0.61
O -2.311 2.755 4.803 -0.1 -1.3 0.3 -0.65
H -0.451 3.953 -4.596 1.7 1.2 0.7 0.28
H 3.688 -3.331 -2.230 1.0 0.1 -0.7 0.25
O -3.260 1.507 0.527 0.9 -0.5 -0.4 -0.67
O -0.715 -1.195 -6.851 0.2 2.3 -0.6 -0.62
H 3.390 4.635 2.146 0.3 0.1 0.6 0.33
H 4.089 -2.098 1.768 -1.3 1.0 -1.6 0.33
H -0.037 -3.099 4.575 -0.1 1.3 0.7 0.31
H -4.519 -3.896 0.722 0.2 -0.4 0.4 0.35
H -0.446 -0.370 -0.906 -0.8 0.7 0.5 -0.01
H -0.505 3.241 -5.997 1.9 -0.4 -2.2 0.26
H 1.336 -0.868 -0.672 0.5 -0.2 -0.8 -0.06
H -0.407 -1.059 0.334 -0.6 1.3 0.4 0.03
O -0.544 2.516 -0.061 1.8 0.3 -2.6 -0.47
H -4.034 1.136 4.646 -1.7 0.2 -3.0 0.31
O 1.841 3.365 -1.219 -2.6 -2.1 -0.6 -0.71
H -0.479 -2.077 -6.624 0.8 -0.9 0.5 0.30
H 1.586 -1.419 1.931 2.1 -1.2 0.6 -0.12
H 0.157 -4.159 -4.545 1.2 -0.4 0.7 0.23
O 3.149 -3.242 -1.462 -1.5 -0.7 0.2 -0.65
H -4.272 0.277 3.336 -0.5 1.7 0.5 0.40
H -0.814 -0.840 1.966 -1.8 -0.2 1.8 -0.16
H 0.280 -0.665 -3.797 -0.2 -1.7 0.8 0.05
H -5.137 -2.332 0.363 0.3 0.9 0.2 0.40
H -2.686 3.606 4.611 -0.2 0.7 -0.3 0.29
O 2.996 0.870 0.620 0.5 3.2 -1.6 0.39
H 2.991 1.851 0.911 -0.6 -1.7 -1.2 0.23
H -5.600 -3.562 1.762 0.5 -0.6 -0.6 0.35
H 3.275 -2.482 -4.308 0.1 -0.3 -1.7 0.31
O -0.379 -3.403 -4.389 -2.1 1.7 -0.5 -0.58
H 2.612 -3.746 -4.224 -0.3 -0.9 -0.4 0.30
H -0.341 2.781 -2.297 0.0 0.8 0.5 -0.28
H -2.611 1.119 -0.145 -1.4 0.9 1.1 0.26
O 1.956 2.441 2.189 -0.4 1.5 -0.5 -0.43
H -2.311 -0.957 1.676 -0.2 0.1 -0.1 -0.12
H -2.059 -1.300 5.058 0.6 1.1 -0.4 0.29
H 5.101 1.110 1.975 -1.0 1.8 0.3 0.22
O -2.328 4.641 -2.452 2.0 1.4 0.6 -0.51
H 2.400 2.289 3.045 -1.3 0.6 -0.3 0.20
H -4.716 4.230 2.795 -0.5 0.4 0.5 0.27
H 0.899 3.021 -0.975 2.2 1.4 0.6 0.35
H 1.980 2.668 -1.906 0.8 1.0 0.2 0.34
H 2.331 1.240 -3.870 0.7 0.2 0.2 0.31
H 4.241 -0.855 0.890 -0.7 -0.3 -0.1 0.04
H 3.369 0.754 4.503 0.7 1.0 3.8 0.24
H -1.051 2.795 0.643 -2.0 1.3 2.4 0.19
H 1.091 -3.316 5.877 -0.4 -1.8 0.3 0.32
H -0.694 1.930 4.298 -0.5 0.0 0.1 0.25
H -3.230 4.520 -2.687 -1.1 0.3 -0.2 0.26
H 1.967 2.268 -4.849 -1.0 0.7 -1.2 0.33
H 4.206 0.655 -1.019 -0.4 0.2 -0.4 0.24
O 1.441 -2.457 5.786 3.3 1.5 -2.1 -0.68
O 3.557 -1.512 1.125 1.7 -2.0 1.7 -0.63
H 0.182 0.675 -3.988 -0.4 2.7 0.7 0.21
```
Forces are in eV/Å.

Results
molecular weight: 720.60 g mol⁻¹
LUMO: -0.9428 eV
Kohn-Sham gap: 9.74 eV
charge: 0

=====

No. 2
The following is a quantum chemistry calculation of the ion C5H11N2 with charge +1 at a distorted geometry, from the OMol25 dataset.

Geometry as XYZ:
```
18
Properties=species:S:1:pos:R:3:forces:R:3:mulliken_charge:R:1
N 0.444 -0.612 -1.634 -2.3 0.2 -0.4 -0.22
C -1.851 -1.645 1.275 0.4 0.5 -0.3 -0.27
H -0.248 -0.976 -2.302 0.1 0.3 0.0 0.37
H -1.896 -1.655 2.357 -0.5 -0.1 0.2 0.25
H -0.673 1.197 -1.127 -0.9 -0.8 -0.4 0.35
N -1.096 -0.789 0.707 -0.6 0.3 -0.5 -0.35
H -1.004 0.482 2.435 0.5 -0.8 0.5 0.44
H 2.105 0.607 -0.427 0.7 0.8 0.3 0.30
H 0.643 1.422 -2.262 0.0 -0.3 -0.2 0.44
C 0.303 0.844 -1.405 1.6 2.2 1.2 -0.62
H 1.337 1.063 1.976 -0.5 0.4 0.0 0.32
H 1.332 -0.891 -1.999 0.9 -0.2 0.3 0.34
C -0.484 0.169 1.531 0.8 -0.2 -0.5 -0.03
H -2.403 -2.358 0.673 0.2 -0.2 0.1 0.25
C 0.706 0.686 1.171 -0.2 1.5 0.3 -0.66
H 1.447 2.256 -0.059 0.0 0.3 -0.3 0.41
C 1.221 1.209 -0.177 -0.4 -3.5 -0.8 -0.63
H 0.114 -1.010 -0.731 0.2 -0.5 0.3 0.30
```
Forces are in eV/Å.

Results
molecular weight: 99.16 g mol⁻¹
LUMO: -3.3035 eV
Kohn-Sham gap: 9.42 eV
charge: +1

=====

No. 3
The following is a quantum chemistry calculation of a cluster of 2 separate species, C3H8N2O2 in total, from the OMol25 dataset.

Geometry as XYZ:
```
15
Properties=species:S:1:pos:R:3:forces:R:3:mulliken_charge:R:1
C 0.791 0.482 -1.391 0.2 0.0 -0.1 -0.46
H 2.082 -1.304 -1.626 -0.1 0.1 0.0 0.29
C -0.688 -0.845 -0.225 -0.3 -0.2 0.2 0.50
C 1.487 -0.778 -0.879 0.2 0.1 -0.1 -0.31
H 1.361 1.398 -1.225 -0.1 -0.1 0.1 0.33
H 0.575 0.396 -2.462 0.1 0.1 0.1 0.24
H -0.616 1.120 0.107 -0.1 -0.1 -0.2 0.41
N -0.898 0.633 2.252 0.0 0.0 0.2 -0.71
O 0.397 -1.622 -0.504 -0.1 -0.1 0.0 -0.33
N -0.460 0.455 -0.650 -0.1 -0.1 0.1 -0.25
H -0.128 0.070 2.603 -0.1 0.1 0.1 0.20
H -1.650 -0.026 2.057 0.1 0.2 0.0 0.24
H -1.200 1.243 3.001 0.1 0.0 0.1 0.22
O -1.671 -1.286 0.314 0.4 0.1 -0.3 -0.62
H 2.106 -0.571 0.005 -0.1 -0.1 -0.1 0.24
```
Forces are in eV/Å.

Results
molecular weight: 104.11 g mol⁻¹
LUMO: 0.8485 eV
Kohn-Sham gap: 10.65 eV
charge: 0

=====

No. 4
The following is a quantum chemistry calculation of a cluster of 2 separate species, C16H22N4O2S in total at a distorted geometry, from the OMol25 dataset.

Geometry as XYZ:
```
45
Properties=species:S:1:pos:R:3:forces:R:3:mulliken_charge:R:1
H 0.613 -0.357 2.780 -0.1 -0.1 0.1 0.38
H -1.620 0.790 -0.526 0.1 0.0 0.0 0.48
H 1.847 6.030 -0.890 0.1 -0.1 0.1 0.29
N 0.600 -6.037 0.373 -0.4 1.6 0.7 -0.75
H 2.240 -4.110 1.436 -0.4 -0.1 0.0 0.43
C -3.188 -2.562 0.741 0.3 0.1 0.2 -0.33
H -1.231 2.857 -1.804 0.1 0.1 -0.1 0.24
H 1.819 -1.719 1.141 0.0 -0.1 0.1 0.22
H 1.915 3.348 -1.880 0.0 0.1 0.2 0.26
H 0.368 2.696 -5.183 0.0 -0.1 0.2 0.31
H -1.927 -0.012 2.641 0.1 -0.1 -0.1 0.46
H 3.307 5.125 -1.359 -0.2 -0.1 0.0 0.35
O 1.475 0.929 -3.858 0.2 -0.3 -0.1 -0.67
C 0.355 3.689 -0.648 -0.4 0.2 1.1 0.25
C 1.418 -3.660 2.002 0.0 0.2 -0.2 -0.68
C 1.658 -2.144 2.137 -0.5 -0.1 0.1 -0.61
C -0.199 -5.033 0.583 1.8 -2.2 -0.4 0.53
N 1.562 3.965 -1.164 0.7 -0.3 -0.9 -0.13
S -1.846 -4.964 -0.036 -0.2 0.7 0.3 -0.26
C 0.022 2.776 -4.153 0.0 -0.2 0.2 -1.08
H 0.286 3.755 -3.760 -0.2 0.2 0.0 0.33
O -0.124 4.371 0.251 -0.1 -0.3 -0.4 -0.68
C -1.958 -0.957 2.106 -0.2 -0.7 -0.5 -0.60
H 0.382 -1.750 3.847 0.1 0.1 0.0 0.31
H -1.058 2.640 -4.129 -0.1 0.2 0.0 0.32
C 0.681 1.689 -3.330 0.6 0.0 -1.7 0.76
C -0.415 2.462 -1.199 0.3 -0.5 -0.2 0.64
H -1.722 2.227 0.508 0.2 -0.1 0.0 0.44
C 2.397 5.095 -0.757 -0.5 -0.1 0.2 -0.95
C -1.049 1.611 -0.090 0.1 0.5 0.0 -1.69
N 0.412 1.575 -2.030 -0.8 0.7 1.5 -0.15
H -3.999 -0.688 1.447 0.1 -0.1 0.0 0.39
H 2.562 -1.966 2.726 -0.1 -0.1 -0.1 0.37
C -2.068 -3.396 0.730 -0.7 0.6 0.0 0.55
C -3.130 -1.340 1.431 0.4 -0.3 0.0 -0.79
H -4.090 -2.864 0.218 0.1 0.1 0.1 0.40
C -0.830 -1.791 2.088 -0.4 0.4 0.1 0.53
H 1.394 -4.125 2.992 0.0 0.0 -0.1 0.25
H 2.665 4.998 0.297 0.0 0.1 -0.1 0.29
C 0.456 -1.440 2.800 0.2 -0.2 -0.3 -0.86
H -0.272 1.204 0.559 0.0 -0.1 0.1 0.31
C -0.917 -3.002 1.400 0.4 0.5 0.4 -0.21
H 0.848 0.790 -1.574 0.1 0.0 0.0 0.07
N 0.137 -3.901 1.318 -0.2 -0.5 -0.5 0.04
H 0.229 -6.805 -0.183 -0.3 0.5 0.1 0.25
```
Forces are in eV/Å.

Results
molecular weight: 334.44 g mol⁻¹
LUMO: 0.4701 eV
Kohn-Sham gap: 8.33 eV
charge: 0

=====

No. 5
The following is a quantum chemistry calculation of an isolated molecule of C4H5ClO at a distorted geometry, from the OMol25 dataset.

Geometry as XYZ:
```
11
Properties=species:S:1:pos:R:3:forces:R:3:mulliken_charge:R:1
Cl -2.443 -1.201 0.013 0.2 0.5 0.0 -0.19
H 0.325 -1.608 -0.226 -0.4 -0.4 0.4 0.35
H -2.081 1.025 -0.777 -0.4 -0.3 -0.1 0.29
H 2.348 0.651 0.209 0.2 1.6 0.3 0.35
C 2.043 -0.357 0.082 1.7 -1.5 -0.9 -0.23
H -2.076 0.960 0.938 0.6 -0.4 0.0 0.31
C 0.620 -0.591 -0.060 -0.5 0.1 -0.6 -0.01
C -1.693 0.431 0.055 -0.6 0.3 -1.1 -0.37
C -0.222 0.449 -0.116 0.7 -0.7 1.4 -0.28
O 2.942 -1.187 0.005 -1.3 0.4 0.2 -0.50
H 0.236 1.428 -0.123 -0.1 0.4 0.2 0.28
```
Forces are in eV/Å.

Results
molecular weight: 104.54 g mol⁻¹
LUMO: 0.0016 eV
Kohn-Sham gap: 10.02 eV
charge: 0

=====

Q: Which energy relative to the best compared isomer or geometry (same formula, charge and spin) values were calculated for the entries above? A: 9.693, 1.921, 0.531, 0.000, 0.373, in eV.